Entry 1:
C5H12OS in the gas phase at a distorted geometry. Source: the OMol25 dataset; level of theory: ωB97M-V with the def2-TZVPD basis set.

Summary:
HOMO energy = -8.56 eV
Charge = 0
HOMO-LUMO gap = 9.51 eV
SMILES = COCCCSC

The geometry in XYZ format:
```
19
Properties=species:S:1:pos:R:3:forces:R:3:lowdin_charge:R:1
C 1.12846 -0.35365 3.09271 -1.5 0.4 -0.5 -0.097
O 0.25708 0.27268 2.11853 1.4 -0.2 -0.3 -0.215
C 0.59848 -0.14608 0.77244 -0.1 -0.1 1.2 -0.250
C 0.00999 0.86639 -0.17897 1.0 0.5 0.2 -0.264
C 0.39548 0.64236 -1.61240 0.1 0.9 -1.1 -0.539
S -0.12058 -0.94959 -2.28700 -0.5 0.0 -0.1 0.783
C -1.92101 -0.63902 -2.28742 -0.1 0.5 0.6 -0.407
H 0.84472 0.11154 4.05788 0.5 -0.4 -0.5 0.093
H 0.90321 -1.42938 3.09151 0.2 0.1 0.3 0.084
H 2.17556 -0.19744 2.82619 0.0 0.1 0.2 0.078
H 1.69935 -0.25192 0.62893 -0.5 0.3 0.2 0.129
H 0.17644 -1.14794 0.66061 0.0 0.0 -0.4 0.109
H -1.05599 0.84472 -0.13641 -0.8 0.2 0.4 0.085
H 0.38135 1.88056 0.09742 -0.4 -0.6 0.0 0.135
H -0.05243 1.46561 -2.23769 0.3 -0.8 0.4 0.093
H 1.48093 0.73915 -1.75567 -0.2 -0.3 0.0 0.077
H -2.31684 -0.41444 -1.26816 0.4 -0.3 -0.7 0.041
H -2.14324 0.22874 -2.92583 0.0 -0.3 0.1 0.038
H -2.44096 -1.52228 -2.65665 0.2 0.1 -0.1 0.026
```
Forces are in eV/Å.

=====

Entry 2:
2 unconnected molecules or ions with the total composition C5H12OS2 at a distorted geometry. Source: the OMol25 dataset; level of theory: ωB97M-V with the def2-TZVPD basis set.

Summary:
HOMO energy = -9.10 eV
Charge = 0
HOMO-LUMO gap = 9.64 eV
SMILES = C=CCO.CCSS

The geometry in XYZ format:
```
20
Properties=species:S:1:pos:R:3:forces:R:3:lowdin_charge:R:1
C 3.33770 -2.64794 1.43813 -1.1 0.0 -0.2 0.000
C 2.63488 -2.08810 0.43525 1.2 -0.1 1.7 -0.152
C 2.11610 -0.68330 0.53711 -0.5 -0.2 -1.6 -0.254
O 1.66098 -0.34025 -0.79762 0.5 -0.1 0.5 -0.142
H 3.74111 -3.68543 1.46210 -0.4 1.0 -0.2 0.065
H 3.30473 -2.07325 2.37639 0.7 -0.4 -0.3 0.062
H 2.40192 -2.56246 -0.48743 0.1 -0.4 -0.7 0.093
H 1.24049 -0.63465 1.15339 -0.4 0.0 0.9 0.102
H 2.85192 0.03687 0.87808 0.3 0.0 0.2 0.119
H 1.21046 0.50477 -0.71964 -0.2 0.2 -0.2 0.014
C -1.16194 2.94257 1.08338 -1.5 -0.7 0.6 -0.181
C -1.92883 1.65268 0.70083 -0.8 0.7 0.6 -0.635
S -1.36332 1.16720 -0.94431 -0.5 -0.4 -0.1 0.439
S -1.74896 -0.86286 -0.83646 0.6 0.1 -0.2 0.357
H -1.41827 3.68883 0.34587 0.2 0.5 -0.1 0.058
H -0.10608 2.76325 1.11182 0.6 0.0 0.0 0.050
H -1.51128 3.28402 2.07599 0.2 0.0 -0.5 0.080
H -3.06302 1.82967 0.75058 1.6 -0.3 -0.3 0.097
H -1.68393 0.81236 1.35382 -0.1 0.2 0.1 0.039
H -0.44688 -1.16688 -0.59573 -0.4 -0.2 -0.1 -0.209
```
Forces are in eV/Å.

=====

Entry 3:
2 unconnected molecules or ions with the total composition C5H12OSSi at a distorted geometry. Source: the OMol25 dataset; level of theory: ωB97M-V with the def2-TZVPD basis set.

Summary:
HOMO energy = -7.67 eV
Charge = 0
HOMO-LUMO gap = 8.19 eV

The geometry in XYZ format:
```
20
Properties=species:S:1:pos:R:3:forces:R:3:lowdin_charge:R:1
C 2.00410 0.69766 -1.82514 0.4 1.5 -0.5 -0.393
C 1.11778 -0.35891 -1.45653 -2.5 -2.6 2.9 -0.461
C -1.25252 1.59432 0.92268 3.6 -0.3 -0.4 -0.193
C 0.68764 -0.64035 2.09297 2.1 2.3 -1.3 -0.211
C -1.97996 -1.26229 0.42838 -0.5 -0.5 -0.6 -0.230
O 0.99355 -0.31832 -4.23077 0.4 -0.8 -0.9 -0.580
Si -0.56193 -0.17322 0.68174 3.2 1.4 -1.4 0.711
S 0.62462 0.39027 -3.00873 -0.1 0.2 0.6 0.856
H 1.66861 1.67309 -1.49245 1.1 0.3 0.6 0.048
H 3.05743 0.51152 -2.07414 -0.6 0.3 -0.1 0.099
H 1.48517 -1.42755 -1.43465 -0.5 1.4 -0.4 0.073
H -0.55676 2.46585 0.68167 -0.4 -1.2 1.3 0.064
H -1.99573 1.84985 0.27994 -2.6 0.1 -2.0 -0.026
H -1.66965 1.48331 1.89321 -0.1 0.7 1.2 0.016
H 0.79206 0.15554 2.88688 -0.6 -0.9 -0.6 0.036
H 0.52933 -1.59341 2.51419 -0.4 -1.1 0.6 -0.014
H 1.78528 -0.65019 1.68018 -2.1 -0.1 0.4 0.057
H -2.25328 -1.54914 1.41983 -0.5 -0.2 1.0 0.011
H -2.84143 -0.60041 0.05145 1.2 -1.7 -0.2 0.073
H -1.63431 -2.24763 -0.01070 -1.1 1.3 -0.3 0.064
```
Forces are in eV/Å.

=====

Entry 4:
2 unconnected molecules or ions with the total composition C5H12OSi at a distorted geometry. Source: the OMol25 dataset; level of theory: ωB97M-V with the def2-TZVPD basis set.

Summary:
HOMO energy = -8.26 eV
Charge = 0
HOMO-LUMO gap = 8.41 eV

The geometry in XYZ format:
```
19
Properties=species:S:1:pos:R:3:forces:R:3:lowdin_charge:R:1
C 1.68459 -0.97681 -2.87220 -1.4 1.3 0.0 -0.051
C 1.61157 -0.72888 -1.58544 -0.5 0.0 1.4 -0.227
C 0.02672 -1.17274 1.60327 -1.4 -1.2 -0.1 -0.148
C -1.44975 0.91409 1.13516 -1.7 -0.2 -1.2 -0.165
C -0.12572 0.17525 0.99358 1.3 1.4 -0.6 -0.545
O -1.00832 0.59794 -1.71011 0.0 0.2 -1.4 -0.190
Si 0.34985 0.47779 -0.83531 2.0 1.6 1.7 0.570
H 2.13902 -1.74039 -3.42610 1.0 -1.1 -0.2 0.049
H 1.04598 -0.33212 -3.42764 -0.2 0.4 -1.2 0.028
H 2.07321 -1.40852 -0.88822 0.5 0.0 0.3 0.046
H -0.43735 -1.07565 2.61565 1.0 -0.5 -0.3 0.089
H -0.63228 -1.88417 1.08257 0.4 -0.2 0.1 0.080
H 1.07917 -1.51904 1.55430 -0.7 0.1 0.5 0.081
H -1.30639 1.82345 0.52897 0.2 0.9 1.6 0.032
H -1.67465 0.92221 2.23092 -0.3 0.8 -1.1 0.092
H -2.38647 0.66727 0.47627 1.6 -1.0 1.5 0.104
H 0.57842 0.74915 1.66266 -0.4 0.2 -1.2 0.114
H -0.77579 0.87121 -2.61982 -0.6 -0.1 0.5 0.070
H 1.05982 2.87944 -0.66443 -0.6 -2.6 -0.3 -0.027
```
Forces are in eV/Å.

=====

Entry 5:
3 unconnected molecules or ions with the total composition C5H12S at a distorted geometry. Source: the OMol25 dataset; level of theory: ωB97M-V with the def2-TZVPD basis set.

Summary:
HOMO energy (spin up / spin down) = -7.67 / -7.67 eV
Charge = 0
HOMO-LUMO gap (spin up / spin down) = 7.96 / 7.96 eV

The geometry in XYZ format:
```
18
Properties=species:S:1:pos:R:3:forces:R:3:lowdin_charge:R:1
C -1.85576 -1.10477 4.55924 2.1 -2.3 0.4 -0.437
C -1.16859 -3.02500 2.91186 -1.2 0.7 -1.8 -0.421
C 2.80276 1.51061 -2.85681 4.6 2.6 -0.3 -0.040
C -1.93783 0.90247 -1.25693 3.2 0.1 -3.9 -0.033
C 3.80103 1.95244 -3.67391 -2.3 -1.8 0.0 -0.052
S -2.08368 -1.65509 3.08345 0.9 -1.3 -1.2 0.873
H -2.33970 -0.26424 4.87637 -1.2 1.9 0.9 -0.040
H -1.06404 -1.67401 5.10590 -1.0 1.0 0.0 0.040
H -1.06941 -3.49488 1.91390 -0.3 0.6 0.9 0.004
H -0.91929 -3.56513 3.78064 0.6 -0.4 0.8 -0.020
H -2.73561 1.07335 -0.67783 -2.9 1.1 2.1 -0.038
H 2.85563 1.71266 -1.79458 -0.2 0.1 -0.1 0.047
H 2.02560 0.99841 -3.23045 -2.6 -2.0 -1.2 -0.007
H -2.12478 1.10001 -2.35614 -0.1 0.2 1.3 0.047
H -1.01169 1.44093 -0.99785 -0.6 -0.1 0.2 0.029
H -1.74633 -0.13752 -1.25227 0.4 -1.2 0.3 -0.003
H 4.61459 2.52616 -3.40920 1.5 1.2 1.5 0.005
H 3.95709 1.70358 -4.72538 -1.0 -0.2 0.1 0.046
```
Forces are in eV/Å.

=====

Entry 6:
C5H12Si in the gas phase at a distorted geometry. Source: the OMol25 dataset; level of theory: ωB97M-V with the def2-TZVPD basis set.

Summary:
HOMO energy = -8.74 eV
Charge = 0
HOMO-LUMO gap = 9.76 eV
SMILES = C=C(C)[SiH](C)C

The geometry in XYZ format:
```
18
Properties=species:S:1:pos:R:3:forces:R:3:lowdin_charge:R:1
C -1.96386 -1.53433 -0.33007 1.5 1.3 -0.2 -0.059
C -1.47014 -0.30722 -0.25312 5.0 -0.7 0.2 -0.336
C -2.02074 0.98593 0.22999 -3.4 -1.1 -4.0 -0.141
Si 0.80691 -0.19349 -0.61579 -2.6 0.5 2.5 0.711
C 1.50216 1.49983 -0.15507 -2.2 0.0 -2.9 -0.235
C 1.75847 -1.37319 0.54507 0.3 -2.2 -3.2 -0.242
H -1.50011 -2.44865 -0.62920 0.9 -0.1 -0.3 0.039
H -2.91817 -1.68930 -0.03255 -3.4 -0.4 0.8 0.009
H -3.14915 0.98658 -0.19762 2.2 0.5 0.9 0.127
H -1.46556 1.77186 -0.25338 -0.1 0.6 0.1 0.039
H -2.15093 1.13610 1.23827 0.3 0.1 2.5 0.036
H 0.83730 -0.31851 -2.01326 0.5 -0.6 -1.6 -0.063
H 1.53579 1.62929 0.86107 0.4 0.5 2.5 -0.006
H 2.38708 1.71376 -0.67280 2.0 -0.3 -0.2 0.002
H 0.93971 2.32443 -0.62461 -0.6 -0.3 0.5 0.032
H 1.73436 -0.97526 1.52160 -0.3 0.1 1.2 -0.007
H 1.32984 -2.45119 0.40283 0.8 1.9 0.8 0.052
H 2.84798 -1.42983 0.20705 -1.3 0.1 0.4 0.042
```
Forces are in eV/Å.